C25H34IN4OSSbSe4SiW | ωB97M-V with the def2-TZVPD basis set

```
73
C25H34IN4OSSbSe4SiW, DFT ωB97M-V with the def2-TZVPD basis set
C -1.1068 2.2255 4.4399
C -2.6946 2.8627 -0.8473
H -3.8766 0.4769 5.2725
H 0.4005 1.2549 -2.2831
H 3.5970 0.9460 2.9813
H 3.2729 -3.2453 3.8831
H 2.8386 -4.1940 -3.5278
H -3.7114 -0.1417 -4.6678
N 4.0352 -0.3329 -2.5406
H 4.2439 2.8477 -1.3431
H 0.4656 -4.3947 -4.1462
C -3.6904 0.2447 4.2210
C -3.4609 3.8718 1.1819
H -1.0146 -0.6337 5.5922
H -4.4173 0.8080 3.6329
C -2.3247 1.7309 1.2886
C -3.3152 3.9159 -0.1953
N -1.7948 0.6176 1.9792
C -0.8146 -0.7030 4.5151
C 4.5042 0.7305 -1.6421
Se -2.7578 -4.1332 -2.4492
H -1.0470 -1.7314 4.2574
C 1.7340 -2.3581 2.7043
H 4.2060 2.3587 -3.0382
H 5.5922 0.7614 -1.7004
C -1.6497 0.4360 -4.8705
H 2.8140 2.0306 -1.9903
H 0.1684 -2.7085 -3.7465
C -0.4809 0.9346 -2.8235
Sb -2.3239 -2.3641 -0.8971
H 1.8499 -3.6419 -2.1795
H 0.2532 -0.5267 4.4063
C -1.6410 0.6418 -2.1340
H 3.1579 -1.8920 -4.1764
C -2.9756 2.8023 1.9078
C 1.9157 -0.1455 2.2251
C 2.1352 -3.4247 -3.2049
H 4.3787 -0.2459 -3.4888
H -0.8124 2.9383 3.6703
H 0.3978 1.0698 -4.7695
W -1.2845 -0.9826 1.0188
C -2.8069 0.1595 -4.1576
N 2.8347 -2.1394 -3.2487
H 4.4839 -1.0638 4.1749
H -1.6523 0.3612 -5.9496
H 1.1981 -3.1278 -5.1325
Se 0.4120 -1.6183 -0.6903
I 1.1423 1.4636 1.0949
H -3.1178 2.7922 2.9799
H -3.9626 4.6767 1.7014
C 3.5811 -1.1319 3.5829
Se -1.3608 -3.1303 1.9093
Se -3.9615 -1.1320 0.4842
C 3.9036 2.0741 -2.0295
H -3.6845 4.7561 -0.7658
C -2.8139 0.2737 -2.7731
H -3.7298 0.1177 -2.2174
C 0.9191 -3.4065 -4.1149
H -3.9055 -0.8167 4.0856
Si -1.9107 0.6528 3.7833
H -0.2260 1.9747 5.0308
N 1.2054 -1.2718 2.1327
C -2.2160 1.7997 -0.1073
H -2.5858 2.8698 -1.9216
H 1.1884 -3.2856 2.5716
C 3.2144 -1.3411 -2.2694
C 3.0879 -0.0057 2.9364
H 4.2332 0.4681 -0.6263
H -1.8025 2.7410 5.1078
S 2.7608 -1.5963 -0.5911
O -1.6056 0.6797 -0.7245
C -0.4954 0.8320 -4.2071
C 2.9063 -2.3326 3.4354
```

Summary:
Maximum force: 3.39 eV/Å
E_tot: -331034.478 eV
HOMO energy: -13.4 eV
Relative energy (zero: lowest compared OMol25 entry of this formula, charge and spin): 151.8 kJ/mol
Charge: +2
M: 1215.07 g/mol